Arrangement P

# C3H6O2

A molecular structure, C3H6O2 (ωB97M-V/def2-TZVPD, OMol25).

Summary:
- HOMO-LUMO gap: 10.7 eV
- HOMO energy: -0.3598 Ha
- LUMO: 0.95 eV

Structure (ORCA input):
```
! wB97M-V def2-TZVPD RIJCOSX def2/J DEFGRID3
* xyz 0 1
O -0.189 1.249 1.254
C -0.121 -0.045 0.768
C -0.918 -0.505 -0.487
O 0.259 -1.221 -0.937
C 1.044 -0.320 -0.186
H 0.191 1.803 0.555
H -0.326 -0.723 1.606
H -1.812 -1.131 -0.393
H -1.103 0.339 -1.169
H 2.107 -0.242 -0.244
H 1.246 0.776 -0.728
*
```

***

Arrangement Q

# C3H6O2

C3H6O2 in the gas phase (ωB97M-V/def2-TZVPD, OMol25).

Summary:
- HOMO-LUMO gap: 9.3 eV
- HOMO energy: -0.3074 Ha
- LUMO: 0.96 eV

Structure (ORCA input):
```
! wB97M-V def2-TZVPD RIJCOSX def2/J DEFGRID3
* xyz 0 1
O -1.385 0.521 -0.878
C -1.058 -0.256 0.259
C 0.409 -0.625 0.129
C 1.164 0.643 0.177
O 2.436 0.565 -0.189
H -2.274 0.874 -0.757
H -1.675 -1.161 0.313
H -1.189 0.321 1.188
H 0.602 -1.107 -0.837
H 0.736 -1.306 0.924
H 2.234 1.529 -0.330
*
```

***

Arrangement R

# C3H6O2

C3H6O2 in the gas phase (ωB97M-V/def2-TZVPD, OMol25).

Summary:
- HOMO-LUMO gap: 11.4 eV
- HOMO energy: -0.3817 Ha
- SMILES string: OC[C@H]1CO1
- LUMO: 1.06 eV

Structure (ORCA input):
```
! wB97M-V def2-TZVPD RIJCOSX def2/J DEFGRID3
* xyz 0 1
O -1.451 1.118 -1.082
C -0.930 0.609 0.145
C 0.369 -0.076 -0.210
C 1.363 -0.735 0.649
O 0.458 -1.493 -0.139
H -1.648 0.364 -1.657
H -0.766 1.485 0.780
H -1.643 -0.066 0.635
H 0.610 0.393 -1.175
H 1.232 -0.822 1.730
H 2.405 -0.775 0.324
*
```

***

Arrangement S

# C3H6O2

C3H6O2 in the gas phase (ωB97M-V/def2-TZVPD, OMol25).

Summary:
- HOMO-LUMO gap: 9.7 eV
- HOMO energy: -0.3203 Ha
- SMILES string: COCC=O
- LUMO: 0.97 eV

Structure (ORCA input):
```
! wB97M-V def2-TZVPD RIJCOSX def2/J DEFGRID3
* xyz 0 1
C -1.396 0.661 0.325
O -1.030 -0.603 -0.143
C 0.268 -0.869 0.115
C 1.455 0.181 -0.669
O 2.277 -0.700 -0.610
H -1.421 0.672 1.423
H -0.663 1.407 -0.024
H -2.384 0.852 -0.086
H 0.427 -1.927 -0.193
H 0.590 -0.743 1.164
H 1.876 1.070 -1.303
*
```

***

What should be chosen as the most stable of them? Choose arrangement R.

***

Arrangement P

# C3H6O2

A molecular structure, C3H6O2 (ωB97M-V/def2-TZVPD, OMol25).

Summary:
- HOMO-LUMO gap: 11.2 eV
- HOMO energy: -0.3814 Ha
- LUMO: 0.80 eV

Structure (ORCA input):
```
! wB97M-V def2-TZVPD RIJCOSX def2/J DEFGRID3
* xyz 0 1
C -1.877 0.060 0.029
C 0.485 0.351 -0.123
C 1.810 -0.381 0.007
H -2.036 0.984 -0.632
H -2.623 -0.697 -0.295
H -2.022 0.393 1.159
H 2.629 0.309 -0.705
H 2.085 -0.471 1.330
H 1.647 -1.607 -0.472
O -0.558 -0.487 -0.216
O 0.459 1.545 -0.081
*
```

***

Arrangement Q

# C3H6O2

2 unconnected molecules or ions with the total composition C3H6O2 (ωB97M-V/def2-TZVPD, OMol25).

Summary:
- HOMO-LUMO gap: 11.1 eV
- HOMO energy: -0.3841 Ha
- SMILES string: O=CO.C=C
- LUMO: 0.62 eV

Structure (ORCA input):
```
! wB97M-V def2-TZVPD RIJCOSX def2/J DEFGRID3
* xyz 0 1
O 3.814 -0.269 -0.470
C 2.727 0.151 -0.261
O 2.193 1.247 -0.882
H 2.091 -0.226 0.561
H 1.477 0.924 -1.453
C -2.101 -0.951 0.288
C -2.017 0.330 0.610
H -1.824 -1.884 0.764
H -2.653 -1.109 -0.630
H -1.604 0.654 1.571
H -2.104 1.132 -0.097
*
```

***

Arrangement R

# C3H6O2

C3H6O2 in the gas phase (ωB97M-V/def2-TZVPD, OMol25).

Summary:
- HOMO-LUMO gap: 11.1 eV
- HOMO energy: -0.3800 Ha
- SMILES string: C[C@@H](O)C=O
- LUMO: 0.75 eV

Structure (ORCA input):
```
! wB97M-V def2-TZVPD RIJCOSX def2/J DEFGRID3
* xyz 0 1
C -0.550 -0.565 -1.070
C 0.321 -0.255 0.146
O 1.574 0.217 -0.252
C -0.292 0.699 1.153
O 0.348 1.608 1.629
H -0.049 -1.330 -1.671
H -1.530 -0.959 -0.778
H -0.687 0.318 -1.700
H 0.422 -1.198 0.722
H 1.776 0.960 0.342
H -1.332 0.503 1.478
*
```

***

What should be chosen as the most stable of them? Choose arrangement R.

***

Arrangement P

# C3H6O2

2 unconnected molecules or ions with the total composition C3H6O2 (ωB97M-V/def2-TZVPD, OMol25).

Summary:
- HOMO-LUMO gap: 10.6 eV
- HOMO energy: -0.3490 Ha
- SMILES string: CC=O.C=O
- LUMO: 1.10 eV

Structure (ORCA input):
```
! wB97M-V def2-TZVPD RIJCOSX def2/J DEFGRID3
* xyz 0 1
C -1.962 0.586 -0.059
C -0.695 -0.322 -0.217
O -0.015 -0.844 0.629
H -1.917 0.886 1.006
H -1.920 1.543 -0.636
H -2.652 -0.216 -0.403
H -0.529 -0.793 -1.235
C 2.428 -0.241 0.223
O 1.801 0.761 0.458
H 3.510 -0.257 0.544
H 1.950 -1.103 -0.309
*
```

***

Arrangement Q

# C3H6O2

2 unconnected molecules or ions with the total composition C3H6O2 (ωB97M-V/def2-TZVPD, OMol25).

Summary:
- HOMO-LUMO gap: 9.6 eV
- HOMO energy: -0.3401 Ha
- LUMO: 0.39 eV

Structure (ORCA input):
```
! wB97M-V def2-TZVPD RIJCOSX def2/J DEFGRID3
* xyz 0 1
O 2.195 0.012 -0.090
C 1.615 -0.681 0.864
C -0.970 0.714 0.184
C -1.246 -0.460 -0.720
O -2.114 -1.274 -0.517
H 2.639 0.770 0.323
H -0.308 0.396 1.005
H 1.131 -1.510 0.291
H -0.460 1.514 -0.362
H -1.901 1.073 0.629
H -0.582 -0.555 -1.608
*
```

***

What should be chosen as the most stable of them? Choose arrangement P.